ORCA calculation (wB97M-V/def2-TZVPD) on a structure of composition C28H35F6NO5PbS.

Properties
HOMO energy, eV: -14.3
HOMO-LUMO gap, eV: 3.27
Lowest unoccupied orbital energy, Ha: -0.4057

The geometry in ORCA input format:
```
! RIJCOSX wB97M-V def2-TZVPD def2/J DEFGRID3
* xyz 2 1
C 2.819 3.650 2.767
C 1.491 3.194 2.219
C 1.503 3.134 0.713
C 0.262 2.495 0.140
C -0.985 3.334 0.241
C -2.170 2.555 -0.333
C -3.489 2.701 0.451
C -3.862 1.402 1.161
C -3.169 1.315 2.525
C -2.737 -0.095 2.905
C -1.241 -0.239 2.836
C -0.695 -1.486 3.491
C 0.722 -1.730 3.012
C 0.750 -2.378 1.633
C 1.289 -1.394 0.569
C 1.660 -2.042 -0.692
C 0.821 -2.784 -1.467
C -0.636 -3.030 -1.089
O -0.870 -4.007 -0.438
C -1.935 -2.184 -1.473
F -2.572 -2.046 -0.346
F -2.674 -2.925 -2.278
C -1.873 -0.746 -2.066
F -2.995 -0.165 -1.767
F -0.892 -0.034 -1.531
C -1.819 -0.582 -3.622
F -2.987 -0.444 -4.106
F -1.230 -1.688 -4.277
C -1.009 0.668 -3.948
O -1.475 1.750 -3.854
O 0.314 0.405 -4.337
C 1.261 -3.395 -2.571
C 2.565 -3.267 -2.973
S 3.190 -4.116 -4.420
C 3.367 -2.501 -2.245
C 2.929 -1.924 -1.137
C 4.123 -1.172 -0.540
O 4.333 -0.866 0.589
N 5.036 -0.954 -1.661
C 4.840 -2.142 -2.446
O 5.642 -2.719 -3.112
H 2.922 4.715 2.703
H 3.635 3.170 2.264
H 2.871 3.377 3.802
H 1.239 2.224 2.602
H 0.744 3.907 2.508
H 1.667 4.102 0.278
H 2.338 2.500 0.448
H 0.055 1.578 0.674
H 0.427 2.225 -0.896
H -0.853 4.267 -0.278
H -1.204 3.562 1.266
H -2.314 2.806 -1.365
H -1.900 1.518 -0.261
H -3.381 3.484 1.174
H -4.277 2.949 -0.233
H -3.613 0.571 0.530
H -4.922 1.437 1.328
H -3.854 1.699 3.248
H -2.292 1.935 2.489
H -3.029 -0.244 3.929
H -3.251 -0.841 2.325
H -0.827 0.620 3.339
H -0.962 -0.228 1.794
H -1.317 -2.312 3.194
H -0.732 -1.428 4.558
H 1.304 -0.828 3.062
H 1.136 -2.453 3.687
H 1.389 -3.240 1.618
H -0.250 -2.668 1.387
H 2.141 -0.923 1.008
H 0.542 -0.628 0.447
H 0.916 0.589 -3.605
H 0.574 -4.003 -3.114
H 2.655 -5.335 -4.264
H 4.511 -0.268 -2.200
Pb 0.307 -1.389 -5.975
*
```

Results of the Löwdin charge analysis, in e, for atoms 1 through 2: atom 1 (C): -0.091, atom 2 (C): -0.262


ORCA calculation (wB97M-V/def2-TZVPD) on a structure of composition C28H35N5P2STi.

Properties
Energy relative to the best compared isomer or geometry (same formula, charge and spin), kJ/mol: 0.0
HOMO energy (spin up / spin down), eV: -6.7 / -7.7
HOMO-LUMO gap (spin up / spin down), eV: 6.72 / 7.48
Lowest unoccupied orbital energy (spin up / spin down), Ha: 0.0007 / -0.0079
<S²>: 2.01

The geometry in ORCA input format:
```
! RIJCOSX wB97M-V def2-TZVPD def2/J DEFGRID3
* xyz 0 3
Ti -0.134 1.010 2.472
C -2.040 1.769 -3.939
C -2.173 0.470 -3.626
C -1.334 -0.604 -4.310
C 0.147 -0.241 -4.555
C 0.863 0.545 -3.462
C 0.940 1.871 -3.519
C 0.303 2.647 -4.646
C -1.148 2.274 -5.052
C 1.490 1.339 3.952
H -2.654 2.551 -3.477
H -2.956 0.096 -2.944
H -1.791 -0.870 -5.286
H -1.409 -1.517 -3.694
H 0.685 -1.184 -4.740
H 0.189 0.287 -5.519
H 1.395 -0.059 -2.721
H 1.524 2.457 -2.815
H 0.877 2.565 -5.581
H 0.317 3.712 -4.399
H -1.642 3.176 -5.455
H -1.136 1.549 -5.880
H 0.901 1.809 4.785
H 2.388 1.978 3.794
H 1.866 0.392 4.418
P 1.529 -0.344 1.446
P -1.410 -0.889 1.566
N 2.738 0.780 0.924
N 2.701 -1.614 2.120
N -2.125 0.511 0.760
N -2.902 -1.743 2.028
C 0.799 -1.083 -0.041
C -0.573 -1.742 0.239
C 2.656 2.148 1.186
C 3.658 2.780 0.464
C 4.382 1.776 -0.254
C 3.796 0.545 0.052
C 3.672 -1.402 3.105
C 4.404 -2.575 3.277
C 3.900 -3.527 2.337
C 2.879 -2.899 1.628
C -2.019 1.867 1.184
C -2.651 2.638 0.193
C -2.957 1.795 -0.892
C -2.606 0.499 -0.537
C -3.989 -2.090 1.210
C -4.855 -2.926 1.918
C -4.297 -3.111 3.222
C -3.120 -2.367 3.272
H 1.483 -1.822 -0.478
H 0.716 -0.252 -0.765
H -1.161 -1.795 -0.681
H -0.441 -2.764 0.626
H 1.936 2.556 1.902
H 3.825 3.837 0.419
H 5.201 1.937 -0.935
H 4.031 -0.474 -0.260
H 3.745 -0.461 3.638
H 5.145 -2.761 4.025
H 4.187 -4.553 2.263
H 2.225 -3.261 0.845
H -1.836 2.134 2.263
H -2.810 3.713 0.213
H -3.325 2.107 -1.862
H -2.630 -0.428 -1.094
H -4.081 -1.703 0.205
H -5.783 -3.373 1.562
H -4.717 -3.735 4.008
H -2.435 -2.200 4.089
S -0.844 -1.180 6.595
C -0.791 -0.592 5.135
N -0.718 0.019 4.082
*
```

Results of the Löwdin charge analysis, in e, for atoms 1 through 2: atom 1 (Ti): 0.428, atom 2 (C): -0.109


ORCA calculation (wB97M-V/def2-TZVPD) on a cluster of 2 separate species, C28H36BClO2S in total.

Properties
Energy relative to the best compared isomer or geometry (same formula, charge and spin), kJ/mol: 75.5
HOMO energy, eV: -6.2
HOMO-LUMO gap, eV: 2.42
Lowest unoccupied orbital energy, Ha: -0.1387

The geometry in ORCA input format:
```
! RIJCOSX wB97M-V def2-TZVPD def2/J DEFGRID3
* xyz 0 1
C 1.744 1.698 -1.496
C 1.875 0.966 -0.225
C 1.458 -0.369 -0.030
C 2.392 -1.388 0.401
C 3.857 -1.268 0.078
C 1.906 -2.483 1.101
C 0.528 -2.717 1.237
C -0.002 -3.837 2.081
C -0.354 -1.887 0.525
C 0.087 -0.789 -0.207
C -0.871 -0.053 -1.101
H 2.708 2.152 -1.779
H 1.435 1.024 -2.312
H 1.014 2.522 -1.448
H 2.534 1.414 0.536
H 4.444 -1.909 0.748
H 4.104 -1.603 -0.944
H 4.200 -0.229 0.165
H 2.620 -3.149 1.601
H -1.093 -3.809 2.103
H 0.318 -4.815 1.702
H 0.334 -3.770 3.121
H -1.430 -2.071 0.583
H -1.869 -0.506 -1.011
H -0.967 1.011 -0.842
H -0.597 -0.105 -2.169
C -1.530 10.190 4.872
C -1.300 9.235 3.760
C -1.713 9.321 2.446
C -1.302 8.184 1.642
C -0.568 7.267 2.362
B 0.046 5.816 1.897
C 1.581 6.181 1.387
C 1.780 6.611 0.083
C 3.081 6.920 -0.358
C 4.163 6.753 0.517
Cl 5.757 7.119 -0.006
C 3.949 6.335 1.844
C 2.637 6.043 2.264
O 0.028 4.955 3.051
C -1.178 4.228 2.890
C -1.011 2.894 3.601
C -2.346 5.003 3.479
C -1.317 4.122 1.284
C -0.505 2.960 0.732
C -2.741 4.017 0.762
O -0.757 5.336 0.811
S -0.328 7.797 3.995
H -2.133 11.036 4.528
H -2.054 9.681 5.694
H -0.570 10.567 5.251
H -2.295 10.163 2.066
H -1.533 8.116 0.581
H 0.941 6.726 -0.598
H 3.251 7.291 -1.368
H 4.783 6.250 2.529
H 2.463 5.715 3.288
H -1.911 2.296 3.437
H -0.129 2.356 3.243
H -0.908 3.063 4.674
H -3.247 4.376 3.464
H -2.142 5.262 4.525
H -2.549 5.925 2.916
H -1.020 2.009 0.916
H -0.390 3.079 -0.352
H 0.500 2.894 1.176
H -3.171 3.047 1.034
H -3.379 4.807 1.166
H -2.739 4.092 -0.331
*
```

Results of the Löwdin charge analysis, in e, for atoms 1 through 2: atom 1 (C): -0.024, atom 2 (C): 0.072


| no. | F_max (hartree/bohr) |
| --- | --- |
| 1 | 0.068 |
| 2 | 0.096 |
| 3 | 0.075 |